Formula: C22H68N6O12
Source: the OMol25 dataset
Level of theory: ωB97M-V/def2-TZVPD

LUMO level = 0.2171 eV
E = -2110.0526 hartree
SMILES = NC(N)=O.NC(N)=O.NC(N)=O.CC(C)O.CC(C)O.CC(C)O.CC(C)O.CC(C)O.CO.CO.CO.CO
HOMO level = -0.328 Ha

The geometry in XYZ format:
```
108
C22H68N6O12 | the OMol25 dataset | ωB97M-V/def2-TZVPD
O 0.389 2.915 2.497
O -0.801 -3.028 4.052
O 2.565 3.810 -1.155
O -4.892 -3.802 -0.612
O -4.195 1.338 3.533
O -0.118 0.981 0.153
O 0.715 0.432 -3.462
O 2.324 -4.306 0.670
O 5.671 -0.966 -1.605
O -0.863 -1.545 -2.527
O 3.533 -1.028 2.586
O -3.404 4.351 -0.697
N 1.420 -0.586 3.584
N -2.127 0.211 -1.628
N -3.039 -0.911 -3.119
N 2.231 2.189 1.093
N 1.621 -2.465 2.582
N 2.544 3.900 2.260
C -3.301 0.609 2.993
C 2.232 -1.368 2.946
C 0.633 -4.110 -0.917
C -2.234 4.138 -1.062
C -1.940 4.473 -2.534
C -2.038 -2.530 3.515
C -0.091 1.449 -3.851
C 5.131 0.144 -1.655
C 0.443 -0.255 0.354
C -1.289 4.704 -0.016
C -1.995 -0.794 -2.348
C -3.679 -3.997 -0.550
C -3.107 -4.460 -1.860
C 2.123 -4.045 -0.540
C 3.889 0.385 -0.906
C -3.077 -2.747 0.070
C 6.201 1.055 -1.038
C 2.593 -2.614 -0.891
C -1.892 0.741 3.730
C 1.675 2.944 2.001
C 1.777 3.034 -1.900
C -3.113 0.939 1.483
H 0.505 -0.974 3.764
H 2.660 -4.737 -1.201
H 2.201 -1.950 -0.084
H -0.340 4.208 -0.111
H 1.713 0.330 3.935
H -1.005 -3.142 4.954
H -2.800 -3.322 3.109
H 0.813 3.593 -2.041
H -2.469 -1.896 4.353
H 5.995 2.128 -1.080
H -2.033 3.021 -1.145
H 1.975 2.847 -2.964
H 0.423 -3.732 -1.929
H -1.694 -1.919 2.650
H -0.872 1.071 -4.526
H 3.068 -0.027 -1.398
H -3.927 2.220 3.410
H 2.397 4.565 3.019
H 2.136 -2.215 -1.816
H -2.458 5.328 -2.966
H -1.340 0.531 -1.089
H 3.394 4.030 1.769
H 0.129 -0.248 -3.226
H 0.118 -3.439 -0.166
H -2.161 0.718 4.771
H -3.990 3.977 -1.338
H -2.043 -4.710 -1.675
H 3.900 0.083 0.090
H 3.626 1.386 -0.965
H -0.150 1.469 0.992
H 1.676 2.154 -1.246
H 6.131 -1.086 -2.473
H -1.650 4.480 0.978
H -3.551 -4.881 0.113
H -3.536 -5.292 -2.248
H 3.297 2.201 0.878
H -3.716 -0.354 3.243
H 2.073 -2.941 1.844
H -2.974 -1.620 -3.911
H 1.735 1.437 0.731
H 3.662 -2.487 -0.765
H 1.452 -0.101 0.750
H -0.209 -0.712 0.981
H -5.231 -3.572 0.301
H -1.308 1.589 3.413
H 0.852 -2.909 3.034
H 4.842 0.437 -2.692
H -4.087 0.834 0.969
H 0.366 -0.692 -0.620
H -0.935 4.873 -2.513
H -2.671 0.071 1.176
H -2.576 1.814 1.099
H -1.079 5.818 -0.152
H -2.103 3.605 -3.180
H 0.268 -5.129 -0.854
H -3.326 -1.870 -0.471
H -1.994 -2.785 0.031
H -0.585 1.869 -3.034
H 6.229 0.821 -0.015
H 0.332 2.308 -4.302
H -2.899 0.935 -1.603
H 7.208 0.935 -1.388
H -3.249 -2.493 1.030
H -1.123 -0.043 3.555
H -3.153 -3.748 -2.658
H -4.015 -1.086 -2.796
H 2.275 3.689 -0.247
H 3.291 -4.443 0.717
```

Formula: C22H72N8O14
Source: the OMol25 dataset
Level of theory: ωB97M-V/def2-TZVPD

LUMO level = -0.0632 eV
E = -2372.5120 hartree
HOMO level = -0.300 Ha

The geometry in XYZ format:
```
116
C22H72N8O14 | the OMol25 dataset | ωB97M-V/def2-TZVPD
O -5.619 5.594 -5.555
O -5.480 0.531 -12.150
O -8.971 4.893 -3.388
O -2.758 6.417 -9.273
O -5.698 -1.490 -6.225
O -4.081 -1.292 -8.669
O -4.566 1.095 -7.794
O -4.998 3.147 -11.479
O -6.026 1.533 -2.928
O -1.660 3.950 -10.256
O -1.464 3.863 -6.307
O -9.504 -0.492 -8.812
O -7.535 4.005 -8.428
O -8.828 0.347 -3.985
N -7.332 6.403 -6.930
N -8.509 0.353 -6.375
N -4.996 6.541 -8.466
N -3.657 5.269 -7.444
N -10.062 -0.910 -5.598
N -5.874 1.181 -5.863
N -6.857 7.699 -5.295
N -5.450 3.122 -6.836
C -7.845 2.798 -9.094
C -5.020 4.207 -10.590
C -9.326 4.844 -4.572
C -8.659 -1.328 -9.179
C -5.388 3.692 -2.979
C -8.759 3.666 -5.299
C -6.909 -3.244 -5.203
C -7.230 -0.900 -9.509
C -2.114 2.847 -9.511
C -8.627 -2.456 -8.227
C -10.835 4.709 -4.349
C -6.604 6.539 -5.866
C -3.775 6.158 -8.392
C -5.675 -2.180 -5.141
C -5.645 -1.397 -3.892
C -9.146 -0.029 -5.290
C -5.096 2.292 -2.575
C -4.578 0.015 -11.193
C -3.738 1.818 -2.964
C -2.283 3.077 -5.419
C -5.311 1.826 -6.815
C -2.738 -1.364 -8.546
H -3.125 2.650 -9.908
H -11.302 5.579 -3.815
H -2.518 -0.388 -9.013
H -5.939 4.759 -10.534
H -3.655 1.516 -4.044
H -9.625 -2.811 -7.948
H -10.018 -0.155 -9.594
H -8.215 2.050 -8.385
H -4.750 -2.768 -5.183
H -8.197 -2.071 -7.355
H -2.797 4.913 -7.128
H -4.915 3.667 -9.588
H -7.170 -0.575 -10.521
H -9.226 3.512 -6.230
H -3.550 0.351 -11.410
H -2.162 4.769 -10.041
H -8.056 -3.298 -8.666
H -5.923 0.184 -5.874
H -2.282 3.090 -8.424
H -6.886 2.352 -9.415
H -7.638 8.280 -5.573
H -7.833 -2.689 -5.320
H -7.171 -3.854 -4.265
H -2.796 2.278 -5.903
H -4.373 -0.476 -8.262
H -6.089 0.770 -2.339
H -11.415 4.650 -5.244
H -4.739 0.377 -10.081
H -9.042 -1.837 -10.088
H -4.660 4.545 -2.709
H -6.341 3.925 -2.600
H -9.091 5.832 -5.077
H -5.393 -2.059 -6.966
H -2.275 -2.140 -9.154
H -10.211 -1.332 -6.529
H -2.394 -1.517 -7.519
H -7.600 3.815 -5.301
H -7.299 5.546 -7.495
H -6.554 -1.760 -9.550
H -6.741 -0.190 -8.785
H -9.010 2.717 -4.696
H -4.488 -1.036 -11.245
H -5.394 0.007 -12.976
H -5.475 3.638 -4.067
H -5.468 2.384 -11.194
H -5.155 -2.030 -3.168
H -7.624 0.794 -6.173
H -5.030 -0.475 -4.088
H -6.463 7.866 -4.405
H -4.781 3.599 -7.463
H -4.377 5.214 -6.782
H -0.691 4.218 -5.810
H -5.094 2.275 -1.462
H -3.032 3.675 -4.905
H -8.474 2.986 -9.986
H -8.066 7.040 -7.282
H -8.870 0.116 -7.319
H -1.544 2.640 -4.714
H -9.282 4.171 -2.851
H -6.628 -1.080 -3.546
H -1.665 1.859 -9.642
H -6.867 3.770 -7.813
H -5.932 1.631 -4.934
H -6.802 -3.888 -6.131
H -5.274 7.009 -9.368
H -3.024 2.564 -2.738
H -4.098 4.784 -10.856
H -10.633 -1.322 -4.839
H -5.976 3.701 -6.139
H -3.521 0.955 -2.347
H -11.066 3.909 -3.682
H -5.850 6.607 -7.887
```

Formula: C23H13AlCl5N4O3
Source: the OMol25 dataset
Level of theory: ωB97M-V/def2-TZVPD

LUMO level = -4.3572 eV
E = -3872.1517 hartree
Charge = +1
HOMO level = -0.440 Ha

The geometry in XYZ format:
```
49
C23H13AlCl5N4O3 | the OMol25 dataset | ωB97M-V/def2-TZVPD
Cl -3.205 -5.360 1.786
Cl -2.632 -2.356 0.728
Cl 2.291 -3.689 -0.670
Cl 1.845 -6.649 0.300
Cl -0.894 -7.480 1.518
Al -0.570 -1.392 -0.265
O 0.170 2.628 0.623
O -1.204 -0.841 -1.744
O 0.187 -0.267 0.789
N 1.847 1.486 -1.125
N -3.993 0.456 -4.534
N -1.024 0.024 -2.793
N -0.797 4.470 -2.973
C -0.887 1.942 -3.540
C -2.572 1.656 -1.636
C 1.080 0.142 1.665
C 0.585 -5.499 0.431
C -0.843 3.361 -3.261
C 2.569 1.261 -0.051
C -0.582 3.493 1.487
C 0.774 -4.189 -0.005
C 3.035 0.860 3.562
C -1.847 2.093 -0.605
C 3.237 1.125 2.234
C 0.887 -0.119 3.025
C -1.424 -3.681 0.643
C 1.841 0.241 3.951
C 0.069 1.024 -2.727
C -2.044 1.098 -2.925
C -0.239 -3.251 0.087
C 0.451 1.527 -1.372
C -0.388 2.090 -0.467
C -3.139 0.735 -3.824
C -0.650 -5.876 0.982
C -1.694 -4.952 1.106
C 2.252 0.821 1.261
H 3.785 1.117 4.295
H 2.401 1.742 -1.935
H -2.394 2.480 0.241
H 4.153 1.603 1.911
H -0.016 -0.634 3.325
H -0.803 1.741 -4.606
H 3.619 1.481 -0.216
H -1.084 4.270 0.913
H 1.672 0.019 4.996
H -3.650 1.704 -1.552
H -1.293 2.920 2.082
H 0.959 0.688 -3.261
H 0.160 3.939 2.143
```